Record 1
47
Properties=species:S:1:pos:R:3 method="wB97M-V/def2-TZVPD" orbital_gap_ev=9.2 e_lumo_ev=0.6 total_energy_ev=-31777.3832 total_charge=0 max_force_ev_per_a=0.6
H 0.11561 3.85289 -0.05503
C -1.75950 -0.42788 -0.09997
C 2.60026 -0.47634 1.45756
H 5.31383 -0.01435 1.06927
H -4.23035 1.87931 -0.12382
H 4.57898 -2.35794 1.31934
C 2.63165 -0.75024 -1.00089
C 0.53799 3.02410 0.52654
C -6.60941 0.91950 -0.16659
H -6.36262 1.50248 -1.05888
H 4.63981 -2.52004 -0.43904
H -0.45222 -4.09705 -0.17380
H 2.32499 0.57501 1.45915
H 1.89140 0.46262 -2.60795
O 2.81149 2.96330 -0.30446
H -6.40955 1.51978 0.72655
H -0.68292 -0.47233 -0.14836
C -3.78663 0.89773 -0.11183
H 5.28104 -0.03142 -0.69169
H 0.89117 3.41548 1.48543
C 3.49573 -0.81822 0.25417
C 4.68206 0.14748 0.19876
H -0.28117 1.19886 1.16875
H 3.24958 1.23179 -1.71789
H 1.69676 -1.08316 1.44853
H -0.12181 -2.55188 -0.98680
O 1.38161 1.31128 -0.83434
C -2.52278 -1.59168 -0.13184
C -2.40216 0.80581 -0.08584
N -0.51242 2.05806 0.69535
C -4.54999 -0.26586 -0.12570
C 4.00433 -2.25607 0.40267
H 4.36449 1.18687 0.20864
C 2.34537 0.62413 -1.62541
O 2.13777 -1.73028 -1.49621
H 3.17091 -2.95329 0.42915
C -3.91107 -1.50130 -0.13028
C -0.61639 -3.02176 -0.13206
O -5.90702 -0.30134 -0.13647
H -0.18819 -2.63113 0.79772
C 1.72187 2.46029 -0.24596
O -1.91730 3.03792 -0.77477
H -4.49959 -2.40327 -0.15024
H -7.66412 0.65036 -0.19107
H 3.14268 -0.68393 2.37720
O -2.01437 -2.85053 -0.16129
C -1.60978 2.06625 -0.11630

***

Record 2
25
Properties=species:S:1:pos:R:3 method="wB97M-V/def2-TZVPD" orbital_gap_ev=9.5 e_lumo_ev=1.2 total_energy_ev=-9024.1648 total_charge=0 max_force_ev_per_a=2.1
H 2.01832 -3.87954 -0.39694
C 0.50486 0.46817 -0.27090
C -1.86935 1.12524 -0.53369
H -0.96649 0.45868 1.22058
H -1.73400 2.62976 1.03183
C 0.91585 -2.04638 -0.52245
C 1.25512 -0.77471 0.23814
H 1.71294 2.28016 -0.65136
C -2.44824 2.32898 0.27278
H 2.33427 -0.56222 0.21282
H 0.53549 2.48927 0.62970
C 1.20697 1.76386 0.16890
H 1.32204 -2.13264 -1.52360
H 1.97142 1.63232 0.94246
H -1.51410 1.39378 -1.52243
H 1.90905 -3.06242 1.16408
H -3.36426 2.03552 0.78594
H -0.16628 -2.05718 -0.54218
C 1.35363 -3.32657 0.27186
H -2.70624 3.12555 -0.42538
H -2.72143 0.46449 -0.76522
H 0.52507 -4.00526 0.44493
H 1.04421 -0.82605 1.30784
H 0.54612 0.44526 -1.36119
N -0.87503 0.36091 0.22031

***

Record 3
93
Properties=species:S:1:pos:R:3 method="wB97M-V/def2-TZVPD" orbital_gap_ev="7.6 / 4.6" e_lumo_ev="0.3 / 0.3" total_energy_ev=-98115.7395 total_charge=0 max_force_ev_per_a=3.8
H 1.63738 3.87572 -5.04152
H 0.25348 2.11064 2.17494
C -0.99400 -1.47354 0.77038
H -2.08836 -7.25809 3.31308
C -2.27745 0.41245 0.30944
H 3.47518 -0.55094 -4.06760
C -3.03208 -1.12446 1.97591
H 5.74677 1.10601 1.07532
H 1.67920 5.43429 -0.37560
H 2.99983 -0.06866 0.63142
H 1.08972 4.33525 -1.67082
H -3.35816 0.25594 -2.96971
C -5.29682 -4.41715 1.87618
O -0.50683 2.22829 -0.95549
H 5.52538 3.16035 3.59567
H -0.85720 -0.90029 5.09072
H -5.60611 -3.66550 2.61122
H 5.38434 2.86567 0.89121
H -3.31236 0.65918 -4.69621
H -5.98089 -4.35498 1.02447
C 3.84596 1.98221 -5.01067
H -4.42200 -0.66685 -4.10237
C -3.88767 -4.15246 1.37056
C 2.65872 0.72153 1.34137
C 4.49975 3.48282 3.38685
C -0.45227 2.95934 0.08556
C 1.60727 -0.97109 2.77828
C -3.16742 0.09247 1.32667
H -0.60388 4.52600 2.05676
H -1.05014 -6.13151 2.41565
H -3.96688 0.80058 1.54785
N -2.91542 -4.03151 2.47385
Si 2.15833 1.61115 -4.20170
H -2.41604 1.32259 -0.26903
H 4.22274 2.94648 -4.62455
C 0.78569 -1.39510 3.79990
H 4.56760 4.22671 2.58945
H 2.36125 -1.65280 2.36023
Cl 0.35871 1.33601 -5.38593
C -3.45865 -0.15757 -3.97367
O 2.64690 2.12475 0.86618
H 2.33502 3.78957 -0.50546
H -3.57529 -4.98387 0.71403
C -1.95286 -1.95076 1.64258
C 2.45814 -0.31137 -4.37767
O -1.11766 0.29816 -2.85649
C 0.44380 1.14508 2.66686
C 0.38493 4.63959 1.59180
H 2.78137 2.14284 3.61601
C -0.39772 0.68522 3.69673
N 0.40082 3.95941 0.30242
H -5.39358 -5.41296 2.31966
H -2.34087 -1.80348 -6.15508
N -2.35393 -1.10658 -4.12813
N -1.19096 -0.34880 0.01377
C 1.53791 0.32791 2.22995
H 3.60341 2.03966 -6.08841
H -1.56527 -2.84631 -4.97291
H 2.36137 -0.58671 -5.44918
C -2.41666 -2.17109 -5.11917
H 1.14889 4.23023 2.26680
C -2.78648 -5.24564 3.30692
H -3.73247 -1.46697 2.73484
C -1.23006 -0.81233 -3.54315
C 4.98399 1.84436 0.82255
Cl 1.79716 1.16189 -1.49517
H -0.06611 -2.02266 0.61950
H 4.54774 1.15633 -4.79794
Al -0.05148 0.29806 -1.46858
Cl 1.10557 -1.64599 -1.30527
H 2.47210 4.02678 -3.48040
H 4.12117 3.97767 4.27191
C 1.43625 4.39440 -0.63574
H -0.39488 -1.49569 -3.57574
H -3.86945 -3.23138 0.77485
H -2.23651 -4.95386 4.20837
H -2.59696 -6.69318 1.70442
H -1.21367 2.82331 0.86615
O -0.63869 -3.66929 2.67817
C 1.69876 3.47065 -4.01379
H -3.33265 -2.77162 -5.05873
C 3.62290 2.40462 2.97735
H 0.71749 3.64879 -3.54040
C -2.08855 -6.40126 2.63183
C -1.75997 -3.29332 2.28142
H 0.59795 5.70493 1.43846
H -3.81358 -5.50982 3.57025
H 4.67851 1.69235 -0.21181
H 1.77332 -0.94951 -3.80591
C -0.21461 -0.56324 4.27895
C 3.73626 1.82763 1.68350
H 0.93934 -2.38213 4.22907
H -1.20682 1.33642 4.05176

***

Record 4
44
Properties=species:S:1:pos:R:3 method="wB97M-V/def2-TZVPD" spin_multiplicity=4 orbital_gap_ev="7.1 / 4.9" e_lumo_ev="-3.5 / -5.9" s2=3.7692 total_energy_ev=-80770.4948 total_charge=+1 max_force_ev_per_a=1.2
H -0.63811 -4.66649 3.02248
C 0.23414 3.22830 -1.18817
H 2.29119 -0.70671 1.77799
V -0.21270 -0.39851 0.26837
C -0.59080 -1.50958 4.26300
O -0.17816 1.34649 3.96035
S 4.07414 0.40982 -1.07087
H 3.20429 1.25358 -3.21850
C 2.83933 -0.25033 -0.09548
H 0.81384 4.12773 -1.02617
S -3.79751 0.00526 -2.66783
C 0.39830 0.54847 -2.66716
C -0.35451 2.94941 -2.54517
H 3.96484 -0.55577 1.56654
C -0.56021 -3.58938 3.05688
H -2.55752 -2.82033 -0.89719
N 0.30428 0.95814 1.69758
C 2.91241 0.76808 -2.30118
H -0.69276 -0.91674 5.16262
O 1.02672 3.19063 1.83057
C 0.01088 2.36659 -0.20662
H -0.12033 -3.37099 0.96064
H 0.25703 1.96504 -4.49843
H -0.59452 3.83330 -3.12353
H -4.08117 -2.47427 -1.60580
N -0.17878 -1.53857 1.92338
C 1.68637 0.39874 -1.91962
C -0.27371 -2.87788 1.91322
C -1.34461 1.83194 -2.79623
N -1.46400 -0.63140 -1.48366
N 3.07198 -0.74196 1.14208
N -0.72909 1.20956 -0.46328
C -0.04623 0.65411 2.98265
C 0.02591 1.80119 -3.45576
N -3.18914 -2.14127 -1.28473
H 0.24142 -0.32940 -3.29719
C -0.73463 -2.88553 4.24452
N 1.63777 -0.23432 -0.65047
C 0.50736 2.30170 1.22402
C -0.90398 0.71791 -1.80807
H -0.97195 -3.41775 5.15696
C -0.29730 -0.86051 3.08210
C -2.67661 -0.97595 -1.73226
H -2.31385 2.02763 -3.23258

***

Please write out number 1 again, unchanged.
47
Properties=species:S:1:pos:R:3 method="wB97M-V/def2-TZVPD" orbital_gap_ev=9.2 e_lumo_ev=0.6 total_energy_ev=-31777.3832 total_charge=0 max_force_ev_per_a=0.6
H 0.11561 3.85289 -0.05503
C -1.75950 -0.42788 -0.09997
C 2.60026 -0.47634 1.45756
H 5.31383 -0.01435 1.06927
H -4.23035 1.87931 -0.12382
H 4.57898 -2.35794 1.31934
C 2.63165 -0.75024 -1.00089
C 0.53799 3.02410 0.52654
C -6.60941 0.91950 -0.16659
H -6.36262 1.50248 -1.05888
H 4.63981 -2.52004 -0.43904
H -0.45222 -4.09705 -0.17380
H 2.32499 0.57501 1.45915
H 1.89140 0.46262 -2.60795
O 2.81149 2.96330 -0.30446
H -6.40955 1.51978 0.72655
H -0.68292 -0.47233 -0.14836
C -3.78663 0.89773 -0.11183
H 5.28104 -0.03142 -0.69169
H 0.89117 3.41548 1.48543
C 3.49573 -0.81822 0.25417
C 4.68206 0.14748 0.19876
H -0.28117 1.19886 1.16875
H 3.24958 1.23179 -1.71789
H 1.69676 -1.08316 1.44853
H -0.12181 -2.55188 -0.98680
O 1.38161 1.31128 -0.83434
C -2.52278 -1.59168 -0.13184
C -2.40216 0.80581 -0.08584
N -0.51242 2.05806 0.69535
C -4.54999 -0.26586 -0.12570
C 4.00433 -2.25607 0.40267
H 4.36449 1.18687 0.20864
C 2.34537 0.62413 -1.62541
O 2.13777 -1.73028 -1.49621
H 3.17091 -2.95329 0.42915
C -3.91107 -1.50130 -0.13028
C -0.61639 -3.02176 -0.13206
O -5.90702 -0.30134 -0.13647
H -0.18819 -2.63113 0.79772
C 1.72187 2.46029 -0.24596
O -1.91730 3.03792 -0.77477
H -4.49959 -2.40327 -0.15024
H -7.66412 0.65036 -0.19107
H 3.14268 -0.68393 2.37720
O -2.01437 -2.85053 -0.16129
C -1.60978 2.06625 -0.11630